Record 1
{
  "formula": "F5H2N4P3",
  "method": "ωB97M-V/def2-TZVPD",
  "symbols": ["N", "N", "N", "N", "F", "F", "F", "F", "F", "P", "P", "P", "H", "H"],
  "coordinates": [[-1.932, -1.436, 0.207], [-4.218, 0.240, 0.347], [-1.735, 1.237, -0.319], [0.484, -0.202, -0.388], [-4.216, -2.085, 1.327], [-1.318, -0.633, -2.121], [-4.121, -1.921, -1.033], [-3.316, 2.490, 1.237], [-3.988, 2.514, -1.079], [-3.534, -1.214, 0.202], [-1.134, -0.228, -0.559], [-3.290, 1.490, 0.024], [0.904, -0.577, 0.375], [0.570, 0.742, -0.085]],
  "forces_ev_per_a": [[-1.034, 1.440, -0.331], [1.188, -0.070, -0.672], [-1.121, 0.110, -0.232], [-1.248, 1.761, -1.850], [0.923, 0.693, -0.979], [0.475, 0.814, 1.568], [-0.243, -0.060, -0.114], [-0.153, -0.712, -0.976], [1.405, -2.305, 2.175], [0.396, -0.378, 1.269], [-2.778, -1.844, -1.095], [0.363, 1.633, -0.891], [1.218, -2.835, 2.626], [0.608, 1.753, -0.498]],
  "e_lumo_ev": 0.500,
  "gap_ev": 11.55,
  "charge": 0,
  "spin_multiplicity": 1
}



Record 2
{
  "formula": "F6H12O12P3Sr2",
  "method": "ωB97M-V/def2-TZVPD",
  "symbols": ["Sr", "Sr", "O", "P", "O", "F", "F", "O", "P", "O", "F", "F", "O", "P", "O", "F", "F", "O", "H", "H", "O", "H", "H", "O", "H", "H", "O", "H", "H", "O", "H", "H", "O", "H", "H"],
  "coordinates": [[7.515, 2.484, -2.013], [8.818, -3.707, -0.670], [9.684, -2.245, -2.586], [9.964, -0.830, -3.173], [8.994, 0.260, -2.833], [9.972, -0.887, -4.834], [11.471, -0.423, -2.754], [8.982, -1.328, 0.396], [9.441, 0.081, 0.586], [8.746, 1.233, -0.111], [11.001, 0.195, 0.045], [9.673, 0.316, 2.151], [6.947, -2.421, -1.710], [6.137, -1.201, -2.123], [6.443, 0.194, -1.579], [4.551, -1.499, -1.632], [6.118, -1.056, -3.730], [2.138, -1.381, -2.017], [1.999, -1.692, -2.912], [3.089, -1.366, -1.913], [5.254, -3.729, -3.919], [5.454, -4.086, -3.054], [5.637, -4.357, -4.532], [6.986, 2.026, -4.335], [7.228, 2.722, -4.947], [6.922, 1.241, -4.877], [4.173, -1.651, 0.991], [3.220, -1.604, 1.066], [4.348, -1.508, 0.061], [6.884, -3.846, 0.891], [5.970, -3.853, 0.607], [6.840, -3.703, 1.836], [5.504, -1.819, -6.187], [5.379, -2.366, -5.411], [6.143, -1.160, -5.915]],
  "forces_ev_per_a": [[0.926, -3.006, 1.319], [-0.084, 2.702, -0.746], [1.038, 2.339, -1.268], [-0.762, -1.663, 0.354], [0.974, -0.098, -0.476], [0.625, -0.159, 2.930], [-2.061, -0.559, -1.223], [0.329, -0.023, 0.186], [1.567, 0.872, -1.363], [0.316, -0.537, 1.255], [-2.297, -0.344, 1.238], [-0.308, 0.056, -1.829], [-1.944, 1.484, -0.781], [1.583, 1.252, 1.268], [-1.073, -1.968, -1.196], [3.705, 0.094, -1.575], [-0.515, -0.343, 2.356], [-0.696, 0.114, 0.096], [-0.191, -0.087, -0.198], [-0.696, 0.076, -0.260], [-0.167, 0.028, -0.065], [0.010, 0.038, 0.262], [0.058, -0.256, -0.300], [-0.094, 0.616, -0.018], [-0.005, 0.247, -0.510], [0.006, -0.589, 0.076], [0.343, -0.279, 0.436], [-0.307, -0.008, 0.069], [-0.086, 0.111, 0.120], [0.367, -0.486, -0.037], [-0.493, 0.267, -0.183], [0.021, 0.184, 0.392], [-0.106, 0.087, -0.645], [-0.089, -0.072, 0.353], [0.106, -0.089, -0.037]],
  "e_lumo_ev": -4.081,
  "gap_ev": 8.88,
  "charge": 1,
  "spin_multiplicity": 1
}



Record 3
{
  "formula": "F6H22O11P",
  "method": "ωB97M-V/def2-TZVPD",
  "symbols": ["P", "F", "F", "F", "F", "F", "F", "O", "H", "H", "O", "H", "H", "O", "H", "H", "O", "H", "H", "O", "H", "H", "O", "H", "H", "O", "H", "H", "O", "H", "H", "O", "H", "H", "O", "H", "H", "O", "H", "H"],
  "coordinates": [[0.418, 0.033, 0.093], [0.713, -1.461, 0.556], [0.091, -0.361, -1.480], [-1.091, -0.338, 0.506], [0.172, 1.574, -0.222], [0.901, 0.628, 1.575], [1.990, 0.123, -0.409], [-3.658, 0.629, -1.379], [-3.879, -0.179, -0.915], [-3.246, 1.182, -0.714], [-4.187, -1.488, 0.131], [-3.773, -2.324, 0.347], [-3.917, -0.897, 0.834], [3.158, 2.484, 3.158], [2.742, 3.233, 3.584], [2.464, 1.827, 3.096], [4.345, 0.880, 0.876], [3.657, 0.398, 0.418], [3.953, 1.732, 1.068], [-0.827, -3.379, -0.638], [-0.532, -3.494, -1.541], [-0.488, -2.522, -0.381], [-0.553, 3.319, 1.616], [-1.416, 3.694, 1.438], [-0.603, 2.428, 1.269], [-2.680, -1.173, -3.695], [-3.353, -0.564, -3.393], [-2.082, -1.257, -2.951], [2.770, 2.850, -0.231], [2.573, 2.766, -1.164], [2.187, 2.223, 0.196], [2.264, -3.702, 0.751], [1.463, -3.214, 0.937], [1.960, -4.558, 0.449], [-2.899, 1.685, 1.171], [-2.509, 0.825, 1.327], [-3.280, 1.932, 2.014], [2.489, -2.124, -2.513], [1.882, -1.399, -2.369], [2.784, -2.015, -3.417]],
  "forces_ev_per_a": [[0.119, -0.885, -0.634], [0.927, -0.170, 0.017], [0.026, 0.034, 1.359], [-0.282, 1.580, 0.199], [-0.456, -0.029, -1.023], [-0.290, -1.013, -0.272], [0.621, 0.621, 0.317], [0.093, 0.517, -0.791], [-0.117, -0.495, -0.083], [-0.017, 0.305, 0.058], [-0.305, -0.176, 0.258], [0.238, -0.369, -0.161], [-0.067, 0.100, 0.355], [0.431, -0.320, -0.489], [-0.104, 0.325, 0.000], [-0.424, -0.253, 0.140], [1.538, 0.106, -0.272], [-1.534, -1.327, -0.763], [-0.567, 1.631, 0.996], [-0.355, -0.309, 0.145], [0.091, -0.077, -0.259], [0.042, 0.060, -0.009], [0.425, 0.468, 0.481], [-0.162, 0.007, -0.088], [-0.173, 0.052, -0.029], [0.094, -0.362, -0.486], [-0.099, 0.320, 0.292], [0.067, 0.120, 0.266], [1.271, 0.090, 0.687], [-0.093, -0.105, -0.712], [-1.075, -0.235, 0.265], [0.376, -0.056, 0.225], [-0.130, 0.004, -0.064], [-0.073, -0.170, -0.121], [-0.178, 0.079, 0.027], [0.406, -0.277, 0.000], [-0.201, 0.188, 0.209], [0.183, -0.158, 0.102], [-0.302, 0.217, 0.117], [0.061, -0.041, -0.258]],
  "e_lumo_ev": [-0.337, -7.707],
  "s2": 0.76,
  "gap_ev": [10.06, 2.69],
  "charge": 0,
  "spin_multiplicity": 2
}



Number 1: total energy -47455.2444 eV. Number 2: total energy -70620.3879 eV. Number 3: total energy -48475.2419 eV.